The following is a quantum chemistry calculation of one molecule with the formula C9H15N5S, from the Open Molecules 2025 dataset.

Structure (XYZ):
```
30
C9H15N5S the ωB97M-V functional and the def2-TZVPD basis
C 0.11 1.64 -0.08
C 1.50 0.13 0.28
C -2.05 2.11 -0.42
C -0.81 2.70 -0.31
C -3.73 -1.69 1.28
C 3.78 0.09 -0.69
C 2.52 -2.07 -0.32
C -2.56 -1.92 0.44
C 2.81 -0.67 0.22
N 1.38 1.46 0.17
N 0.31 -0.51 0.16
N -0.53 0.48 -0.04
N -1.89 0.50 -0.03
N -0.57 4.01 -0.40
S -2.61 -0.76 -0.97
H -2.97 2.44 -0.78
H -3.53 -2.12 2.24
H -4.01 -0.67 1.30
H -4.60 -2.24 0.89
H 3.25 0.18 -1.55
H 4.62 -0.45 -0.76
H 4.00 1.04 -0.35
H 1.90 -1.90 -1.25
H 1.92 -2.68 0.22
H 3.42 -2.62 -0.43
H -2.42 -3.00 0.04
H -1.51 -1.69 0.66
H 3.18 -0.81 1.33
H 0.34 4.42 -0.16
H -1.25 4.60 -0.69
```

Computed properties:
Total charge: 0
DFT total energy, eV: -27858.1940
LUMO, eV: 0.80
Structure (SMILES): CCSn1cc(N)c2nc(C(C)C)nn21
ΔE to the lowest compared entry with this formula, charge and spin, kcal per mole: 31.0

***

The following is a quantum chemistry calculation of C15H22N6NiO4S as an isolated structure, from the Open Molecules 2025 dataset.

Structure (XYZ):
```
49
C15H22N6NiO4S the ωB97M-V functional and the def2-TZVPD basis
Ni -0.16 -0.23 -0.17
C 0.63 3.96 -0.58
C 0.87 2.47 -0.48
O -0.19 1.73 -0.55
C 2.18 2.07 -0.33
C 2.66 0.73 -0.25
C 4.14 0.47 -0.29
N 1.82 -0.26 -0.17
N 2.34 -1.54 -0.13
C 1.42 -2.40 -0.48
O 0.21 -2.08 -0.82
C 1.79 -3.84 -0.50
C 3.03 -4.28 -0.05
C 3.35 -5.62 -0.06
C 2.42 -6.55 -0.52
C 1.18 -6.13 -0.97
C 0.86 -4.78 -0.95
H 0.19 4.33 0.35
H -0.06 4.17 -1.40
H 1.55 4.51 -0.75
H 2.93 2.85 -0.32
H 4.69 1.40 -0.40
H 4.38 -0.20 -1.11
H 4.45 -0.04 0.62
H 3.75 -3.54 0.30
H 4.32 -5.95 0.28
H 2.67 -7.61 -0.53
H 0.45 -6.84 -1.33
H -0.11 -4.42 -1.29
N -0.29 -0.32 1.91
N -1.32 -1.04 2.51
C -2.37 -1.51 1.79
N -3.34 -2.08 2.54
S -2.48 -1.46 0.14
H 0.62 -0.70 2.18
H -0.37 0.66 2.21
H -1.41 -0.94 3.51
H -3.33 -2.06 3.54
H -4.17 -2.39 2.06
N -2.99 3.52 -0.31
C -2.47 3.80 1.02
C -2.05 2.49 1.67
O -1.29 2.40 2.60
O -2.62 1.42 1.14
H -3.51 4.30 -0.69
H -3.16 1.73 0.37
H -2.22 3.29 -0.94
H -3.25 4.22 1.64
H -1.62 4.48 1.06
```

Computed properties:
Multiplicity: 3
Total charge: 0
DFT total energy, eV: -84922.3014
LUMO (spin up / spin down), eV: 0.33 / 0.32
⟨S²⟩: 2.0057

***

Repeat the second record exactly.
The following is a quantum chemistry calculation of C15H22N6NiO4S as an isolated structure, from the Open Molecules 2025 dataset.

Structure (XYZ):
```
49
C15H22N6NiO4S the ωB97M-V functional and the def2-TZVPD basis
Ni -0.16 -0.23 -0.17
C 0.63 3.96 -0.58
C 0.87 2.47 -0.48
O -0.19 1.73 -0.55
C 2.18 2.07 -0.33
C 2.66 0.73 -0.25
C 4.14 0.47 -0.29
N 1.82 -0.26 -0.17
N 2.34 -1.54 -0.13
C 1.42 -2.40 -0.48
O 0.21 -2.08 -0.82
C 1.79 -3.84 -0.50
C 3.03 -4.28 -0.05
C 3.35 -5.62 -0.06
C 2.42 -6.55 -0.52
C 1.18 -6.13 -0.97
C 0.86 -4.78 -0.95
H 0.19 4.33 0.35
H -0.06 4.17 -1.40
H 1.55 4.51 -0.75
H 2.93 2.85 -0.32
H 4.69 1.40 -0.40
H 4.38 -0.20 -1.11
H 4.45 -0.04 0.62
H 3.75 -3.54 0.30
H 4.32 -5.95 0.28
H 2.67 -7.61 -0.53
H 0.45 -6.84 -1.33
H -0.11 -4.42 -1.29
N -0.29 -0.32 1.91
N -1.32 -1.04 2.51
C -2.37 -1.51 1.79
N -3.34 -2.08 2.54
S -2.48 -1.46 0.14
H 0.62 -0.70 2.18
H -0.37 0.66 2.21
H -1.41 -0.94 3.51
H -3.33 -2.06 3.54
H -4.17 -2.39 2.06
N -2.99 3.52 -0.31
C -2.47 3.80 1.02
C -2.05 2.49 1.67
O -1.29 2.40 2.60
O -2.62 1.42 1.14
H -3.51 4.30 -0.69
H -3.16 1.73 0.37
H -2.22 3.29 -0.94
H -3.25 4.22 1.64
H -1.62 4.48 1.06
```

Computed properties:
Multiplicity: 3
Total charge: 0
DFT total energy, eV: -84922.3014
LUMO (spin up / spin down), eV: 0.33 / 0.32
⟨S²⟩: 2.0057